[1]
Below is the ion C7H10N3 with charge +1 in a non-equilibrium geometry, with properties calculated with ωB97M-V with the def2-TZVPD basis set.

Geometry as XYZ:
```
20
Properties=species:S:1:pos:R:3:forces:R:3
C 1.968524 1.599811 -0.684426 1.377 -1.657 0.215
C 2.002823 0.279078 -0.628973 -0.453 0.832 -0.293
C 1.694682 -0.988077 -0.501714 1.730 -0.549 1.798
N 0.303522 -1.294469 -0.200666 1.259 -2.201 0.260
C -0.227975 -1.953277 0.890864 3.606 1.126 -2.078
C -1.340146 -1.417101 1.389832 -1.651 0.372 0.626
C -1.612460 -0.069758 1.049643 -0.879 2.056 0.242
N -1.154800 0.493561 -0.092497 -1.712 -3.429 2.963
N -0.813173 1.780099 -0.233536 -0.752 2.828 -2.715
C -0.578452 -0.553448 -0.930200 1.090 4.216 -3.965
H 2.267149 2.174424 -1.545178 -0.548 0.049 -0.440
H 1.988988 2.103031 0.261573 0.070 0.351 0.353
H 2.499709 -1.750452 -0.308874 -1.282 0.612 -0.269
H 0.456442 -2.599788 1.433427 -0.408 -0.356 -0.236
H -1.775509 -1.974573 2.199943 -0.536 0.600 0.309
H -2.098171 0.622467 1.812455 0.614 -0.996 -1.153
H -1.114456 2.331580 0.573282 0.020 -0.028 -0.547
H -1.140336 2.197141 -1.224533 0.666 -1.175 3.180
H -0.023488 0.083089 -1.758770 -0.838 -1.622 1.636
H -1.302871 -1.063338 -1.501650 -1.373 -1.030 0.112
```
Forces are in eV/Å.

Computed properties:
Net charge: +1
LUMO energy in eV: -4.261
Energy relative to the best compared isomer or geometry (same formula, charge and spin) in kcal/mol: 112.65
HOMO energy in eV: -12.71
Max |F| in Eh/bohr: 0.115



[2]
Below is the ion C5H15N2 with charge +1 in a non-equilibrium geometry, with properties calculated with ωB97M-V with the def2-TZVPD basis set.

Geometry as XYZ:
```
22
Properties=species:S:1:pos:R:3:forces:R:3
C -2.588671 0.708016 -1.294007 -0.101 -0.190 -0.094
C -2.014356 0.998911 0.092107 -0.791 -0.423 -0.478
C -1.092499 -0.091803 0.574752 0.526 -0.233 0.458
N 0.003590 -0.397797 -0.372673 0.451 -0.572 0.327
C 1.022608 -1.374260 0.143847 -1.190 0.295 -0.828
C 2.064012 -0.576955 0.919111 0.483 -0.535 -0.331
N 2.359586 0.617237 0.060967 -1.101 0.075 -0.137
H -3.271170 -0.146221 -1.247461 0.070 0.066 -0.102
H -3.145030 1.563697 -1.657882 -0.211 0.092 -0.006
H -1.841626 0.502222 -2.062871 0.119 0.024 0.082
H -2.860207 0.943196 0.775286 -0.049 0.429 0.192
H -1.627031 2.012078 0.110550 0.458 0.003 0.229
H -1.680999 -0.994879 0.789758 0.053 0.005 -0.254
H -0.656783 0.170430 1.542807 0.119 0.156 -0.060
H -0.419643 -0.807839 -1.202839 0.221 0.294 0.035
H 0.557651 -2.189256 0.701215 0.186 0.182 0.401
H 1.441457 -1.846611 -0.749721 0.326 0.108 0.175
H 1.681545 -0.194952 1.846509 -0.251 0.108 0.422
H 2.958632 -1.162353 1.127346 0.000 0.144 -0.074
H 1.349660 0.679305 -0.407898 0.664 0.123 0.069
H 3.087776 0.491232 -0.637006 -0.009 -0.186 -0.034
H 2.566979 1.454469 0.597426 0.028 0.035 0.008
```
Forces are in eV/Å.

Computed properties:
Net charge: +1
LUMO energy in eV: -3.187
Energy relative to the best compared isomer or geometry (same formula, charge and spin) in kcal/mol: 13.34
HOMO energy in eV: -14.14
Max |F| in Eh/bohr: 0.029



[3]
Below is a structure of composition C36H35CdCl2F5N4O2S5SeSi2Te, with properties calculated with ωB97M-V with the def2-TZVPD basis set.

Geometry as XYZ:
```
94
Properties=species:S:1:pos:R:3:forces:R:3
Cd -1.640348 0.556232 -0.084970 -0.080 0.263 -0.339
Cl -5.390740 0.289715 5.842666 -0.005 0.007 0.008
C -4.532637 -0.223626 4.413501 0.008 0.068 0.047
C -3.556662 0.611469 3.892255 -0.013 -0.029 -0.007
C -2.843498 0.249364 2.751140 -0.050 0.015 0.059
N -1.892327 1.054542 2.134063 0.037 -0.024 0.010
C -1.244307 2.013894 2.778377 0.057 0.041 0.028
O -1.328540 2.377445 3.961358 -0.029 -0.036 -0.022
C -0.224956 2.750947 1.916250 0.008 0.077 0.039
C 0.538976 3.750977 2.512187 -0.062 -0.039 -0.001
C 1.469820 4.425200 1.747941 0.057 0.044 -0.028
C 1.603475 4.098596 0.405566 -0.046 -0.028 -0.012
C 0.798059 3.097073 -0.109602 0.071 0.067 -0.056
N -0.083096 2.431585 0.631845 -0.010 -0.203 0.078
C -3.128251 -0.996970 2.129599 -0.038 -0.029 0.017
C -4.103852 -1.821155 2.678528 -0.018 0.023 0.053
C -4.804712 -1.434516 3.811201 0.001 -0.085 -0.047
Cl -6.019163 -2.511770 4.448078 -0.015 -0.017 0.007
N -2.436645 -1.291425 0.954120 0.018 -0.055 0.105
C -2.211563 -2.534903 0.567411 0.023 0.012 -0.105
O -2.540344 -3.607811 1.099332 -0.048 0.001 0.002
C -1.357367 -2.636586 -0.690092 -0.026 -0.070 0.005
C -1.141532 -3.898278 -1.236905 0.015 0.037 -0.009
C -0.313158 -4.019511 -2.337148 -0.013 -0.005 0.021
C 0.299882 -2.882743 -2.841630 -0.009 0.022 -0.006
C 0.035207 -1.666828 -2.236224 0.030 0.038 -0.050
N -0.792784 -1.540523 -1.198805 -0.025 0.063 0.145
H -3.335691 1.546924 4.378396 0.007 0.020 0.006
H 0.373236 3.957491 3.559044 -0.009 -0.002 0.005
H 2.083467 5.202394 2.188648 -0.002 0.001 -0.001
H 2.307262 4.606734 -0.238827 0.026 0.011 -0.015
H 0.861072 2.810856 -1.152084 0.018 0.003 -0.004
H -4.312959 -2.773737 2.221087 -0.001 -0.013 -0.016
H -1.629168 -4.740576 -0.769176 -0.005 -0.003 0.004
H -0.139272 -4.987382 -2.790963 0.003 -0.013 -0.006
H 0.965488 -2.920184 -3.693497 0.010 -0.005 -0.012
H 0.496125 -0.747352 -2.575910 0.010 -0.025 -0.013
C 2.300103 2.518282 -5.728859 0.042 0.026 -0.024
S 2.400787 0.724300 -5.533149 -0.025 0.009 0.037
C 0.703482 0.297014 -5.532142 0.084 -0.107 -0.047
C -0.205136 0.644163 -4.581157 0.018 0.010 0.151
S 0.017400 1.589854 -3.173674 0.007 0.154 -0.120
S -1.802479 -0.043531 -4.860242 -0.023 0.012 -0.041
C -1.477743 -0.922197 -6.306982 -0.048 -0.025 -0.041
S -2.594797 -1.851284 -7.111532 0.048 0.037 0.031
S 0.139568 -0.715404 -6.841270 -0.023 -0.015 -0.020
H 3.310675 2.904929 -5.595342 0.011 0.018 -0.004
H 1.650361 2.924467 -4.955459 -0.006 -0.011 0.031
H 1.935375 2.786146 -6.718770 -0.015 -0.021 -0.015
F -7.296261 3.808048 2.342645 -0.060 0.024 0.056
C -6.317314 3.485635 1.486455 0.132 -0.022 -0.111
C -6.000736 2.160132 1.246644 0.040 0.117 -0.031
F -6.682386 1.194657 1.868334 -0.040 -0.053 0.043
C -4.996177 1.850841 0.345692 -0.103 -0.041 0.008
F -4.759747 0.553655 0.124662 0.013 -0.062 0.031
C -4.262552 2.813351 -0.332839 0.139 0.122 -0.032
Se -2.850552 2.390786 -1.562000 -0.100 -0.193 0.050
C -4.613525 4.132704 -0.068768 -0.048 -0.011 0.099
F -3.971879 5.145323 -0.671166 0.026 0.015 -0.032
C -5.618163 4.476533 0.818985 0.016 -0.202 -0.002
F -5.919858 5.765348 1.043120 -0.033 0.090 0.022
C 6.456863 0.418651 -1.027784 -0.078 -0.025 -0.015
Si 4.577195 0.262440 -1.149259 -0.032 -0.041 0.039
C 3.887116 1.753135 -2.037718 0.008 -0.046 0.048
C 4.181927 -1.300773 -2.107915 0.035 0.061 0.053
C 3.877442 0.200583 0.596231 0.038 -0.030 -0.140
Te 1.787559 -0.308187 0.613011 0.009 0.096 0.120
C 2.061879 -2.431608 0.703845 0.000 -0.029 0.012
Si 1.782892 -3.096892 2.437585 -0.021 -0.010 0.005
C 0.126822 -2.593247 3.130321 0.068 0.016 -0.032
C 1.884655 -4.978530 2.371021 0.030 0.095 0.014
C 3.181206 -2.457640 3.524229 -0.053 -0.024 -0.048
H 6.905815 0.523138 -2.017262 0.018 0.002 -0.051
H 6.889471 -0.466307 -0.556605 0.018 -0.029 0.025
H 6.746983 1.287994 -0.435587 0.000 0.050 0.029
H 4.333580 1.849429 -3.029327 0.045 0.004 -0.035
H 4.083426 2.671524 -1.479781 0.011 0.039 0.024
H 2.809503 1.659172 -2.189271 -0.066 -0.017 -0.010
H 4.499346 -1.186790 -3.146536 0.010 0.003 -0.035
H 3.108576 -1.496691 -2.110798 -0.048 0.014 0.000
H 4.687778 -2.174136 -1.690756 0.020 -0.031 0.020
H 3.942187 1.186356 1.062088 0.004 0.019 0.025
H 4.380071 -0.502326 1.261650 0.034 -0.032 0.006
H 3.076100 -2.625308 0.349483 0.030 -0.031 -0.008
H 1.377159 -2.872455 -0.023081 -0.024 -0.001 -0.028
H -0.694825 -3.094156 2.615222 -0.032 -0.032 -0.021
H -0.041515 -1.516276 3.058601 0.010 0.018 0.003
H 0.066053 -2.867020 4.186253 0.002 -0.010 0.045
H 1.071581 -5.381488 1.765672 -0.047 -0.003 -0.035
H 1.802129 -5.411592 3.369446 -0.010 -0.024 0.052
H 2.829401 -5.310221 1.935806 0.043 -0.017 -0.017
H 3.189533 -1.366487 3.534614 -0.012 0.050 -0.007
H 4.151641 -2.804385 3.162794 0.049 -0.013 -0.019
H 3.063512 -2.799267 4.553831 -0.010 -0.025 0.048
```
Forces are in eV/Å.

Computed properties:
Net charge: -2
LUMO energy in eV: 3.386
Energy relative to the best compared isomer or geometry (same formula, charge and spin) in kcal/mol: 4.93
HOMO energy in eV: -2.77
Max |F| in Eh/bohr: 0.008



[4]
Below is the molecule C2H2N4 in a non-equilibrium geometry, with properties calculated with ωB97M-V with the def2-TZVPD basis set.

Geometry as XYZ:
```
8
Properties=species:S:1:pos:R:3:forces:R:3
C -1.443561 -0.297210 0.007946 -0.276 0.873 1.366
N -0.413582 0.407458 -0.117641 0.866 0.483 -0.790
N 0.522472 1.309290 0.934552 -2.485 -1.124 -0.128
N 1.581675 0.859337 0.649542 0.664 -0.849 -1.271
C 1.508920 -0.152374 -0.442146 1.629 0.256 0.499
N 2.060573 -0.913955 -1.126871 -0.592 0.360 0.309
H -1.722959 -0.992615 -0.781893 0.309 0.073 -0.074
H -2.093539 -0.219930 0.876512 -0.115 -0.073 0.089
```
Forces are in eV/Å.

Computed properties:
Net charge: 0
LUMO energy in eV: -0.430
Energy relative to the best compared isomer or geometry (same formula, charge and spin) in kcal/mol: 103.57
HOMO energy in eV: -10.07
Max |F| in Eh/bohr: 0.053



[5]
Below is a structure of composition C22H9F4N4O8Ru in a non-equilibrium geometry, with properties calculated with ωB97M-V with the def2-TZVPD basis set.

Geometry as XYZ:
```
48
Properties=species:S:1:pos:R:3:forces:R:3
Ru 0.550516 0.431379 0.625748 -2.443 -0.995 0.410
C -1.225952 4.367198 -0.808962 0.000 -0.053 -0.115
C -0.597021 3.412847 0.188152 0.240 0.281 0.139
C 0.098187 4.160252 1.318586 0.079 -0.042 -0.018
O 0.342304 2.575614 -0.500269 0.458 -0.474 0.210
C -1.652568 2.496920 0.810808 1.008 -0.539 -0.725
O -2.684062 3.000039 1.160474 -1.097 0.161 0.546
O -1.350793 1.231541 0.881620 0.719 -0.186 0.161
H -0.458837 5.020293 -1.231116 -0.009 0.014 0.021
H -1.991090 4.963915 -0.318731 -0.009 0.011 0.013
H -1.687287 3.805579 -1.621082 -0.011 0.003 -0.002
H 0.876118 4.817562 0.919977 -0.014 0.021 -0.002
H 0.556988 3.454309 2.013838 -0.006 0.019 0.019
H -0.630739 4.760699 1.859151 -0.003 0.013 0.010
H 1.242506 2.915019 -0.386837 -0.053 -0.062 -0.101
O 3.704550 -0.309168 -4.583978 0.544 -0.085 -0.918
C 3.114486 -0.231913 -3.555373 -0.454 0.137 0.745
C 1.790374 -0.917586 -3.218968 0.473 0.372 0.674
O 1.156049 -1.610305 -3.952735 -0.621 -0.658 -0.721
C 1.488580 -0.505590 -1.831621 -0.026 -0.030 0.062
C 2.467064 0.349066 -1.354481 0.416 0.290 -0.244
O 2.381187 0.851552 -0.133404 -0.507 -0.609 -0.002
C 3.519624 0.589797 -2.335341 -0.581 -0.213 0.358
O 4.488217 1.298092 -2.249812 0.677 0.480 -0.005
O 0.486419 -0.822487 -1.106913 -0.210 0.290 0.047
F 2.053362 -2.488899 2.741157 0.284 0.084 0.179
C 1.824213 -3.509910 3.599775 0.923 0.212 -0.022
C 2.872081 -3.944756 4.404312 0.090 0.515 -0.472
F 4.057036 -3.292066 4.299621 -0.445 -0.086 -0.079
C 2.769241 -5.025093 5.278951 0.526 -0.257 0.437
C 1.509238 -5.623202 5.239605 -0.654 -0.105 -0.143
C 0.466150 -5.174396 4.431250 0.008 -0.544 0.673
F -0.715756 -5.824357 4.526631 0.247 0.061 0.037
C 0.575330 -4.086170 3.581765 -0.973 0.130 -0.301
C -0.537770 -3.572508 2.730345 0.143 -0.538 0.316
C -0.492611 -2.364965 2.112426 0.536 4.153 -1.954
N -0.476307 -1.257502 1.616724 1.135 -2.046 1.280
C -1.757238 -4.268297 2.529024 -0.803 -0.728 -0.134
N -2.775216 -4.806685 2.363700 0.858 0.486 0.084
F 1.258660 -6.680374 6.045648 -0.076 0.211 -0.236
C 3.857561 -5.481896 6.137873 -0.206 0.033 -0.218
C 5.111515 -4.835759 6.226889 1.182 0.751 0.218
N 6.160275 -4.336343 6.380227 -1.279 -0.654 -0.240
C 3.770749 -6.614438 6.980120 -0.082 -0.989 0.784
N 3.777341 -7.531993 7.707016 -0.014 1.027 -0.847
C 1.311843 0.744116 2.235630 0.117 0.281 0.262
H 2.297501 1.208266 2.314869 0.049 0.009 -0.125
H 0.937705 0.339860 3.175019 -0.138 -0.154 -0.058
```
Forces are in eV/Å.

Computed properties:
Net charge: -2
LUMO energy (spin up / spin down) in eV: 1.954 / 2.021
<S²>: 0.778
Energy relative to the best compared isomer or geometry (same formula, charge and spin) in kcal/mol: 43.93
HOMO energy (spin up / spin down) in eV: -2.01 / -2.02
2S+1: 2
Max |F| in Eh/bohr: 0.090



[6]
Below is the molecule C6H10O2 in a non-equilibrium geometry, with properties calculated with ωB97M-V with the def2-TZVPD basis set.

Geometry as XYZ:
```
18
Properties=species:S:1:pos:R:3:forces:R:3
C 0.983644 1.308095 0.025374 1.087 2.110 -1.545
C -0.643121 1.547994 -0.331475 -0.205 -0.779 0.931
C -1.435909 0.442408 0.366292 -0.790 -3.077 3.446
C -1.688566 -0.984584 -0.530947 -0.962 -1.837 -0.781
C -0.117868 -1.058168 -0.153321 -1.889 3.240 -2.721
C 1.360648 -1.188477 0.044304 1.056 -4.591 -1.805
O 1.764666 0.034514 -0.263946 1.235 5.270 -0.078
O -0.351438 -0.297108 0.994879 -1.324 -0.152 1.733
H 1.255313 1.709271 1.142962 -0.513 -0.832 -3.149
H 1.419820 1.847955 -0.995732 -0.543 -0.356 3.437
H -0.753124 1.364451 -1.371320 -0.028 0.409 -1.196
H -1.173408 2.513283 -0.115045 1.462 -0.417 0.070
H -2.069521 0.632930 1.379274 0.513 0.263 -3.177
H -2.056671 -0.895780 -1.684903 1.351 0.025 2.665
H -2.206842 -1.961443 -0.146178 0.131 2.479 0.073
H -0.033529 -0.220787 -0.941189 0.792 -1.883 0.185
H 2.003968 -1.825438 -0.708372 -1.510 0.503 1.578
H 1.555207 -1.467304 1.071667 0.140 -0.376 0.334
```
Forces are in eV/Å.

Computed properties:
Net charge: 0
LUMO energy in eV: 0.935
Energy relative to the best compared isomer or geometry (same formula, charge and spin) in kcal/mol: 192.76
HOMO energy in eV: -8.80
Max |F| in Eh/bohr: 0.105



Which of these has the lowest max |F|? C36H35CdCl2F5N4O2S5SeSi2Te